This record from the OMol25 dataset describes a 2-piece molecular cluster, C27H59NO3PS overall. The level of theory is ωB97M-V with the def2-TZVPD basis set.

Its strongest force on any atom is 0.4 eV Å⁻¹. The calculation puts the calculated total energy at -2083.8804 Eh. Its charge is +1.

Geometry as XYZ:
```
92
Properties=species:S:1:pos:R:3:lowdin_charge:R:1
C 7.9484 0.8455 1.5839 -0.10
C 7.0746 1.6212 0.5852 -0.24
C 6.6535 0.7798 -0.6157 -0.18
C 6.0212 1.5923 -1.7396 -0.33
C 5.5139 0.7023 -2.8811 -0.16
O 4.1309 0.4176 -2.6752 -0.15
C 3.7557 -0.9384 -2.5864 -0.54
C 2.3127 -0.9914 -2.0942 -0.20
C 1.2425 -0.7363 -3.1565 -0.23
C -0.1000 -0.2781 -2.5697 -0.20
C -1.1279 -1.4042 -2.3912 -0.20
C -2.5864 -0.9344 -2.4411 -0.19
C -3.1472 -0.4993 -1.0726 -0.21
C -3.5058 0.9836 -0.9940 -0.21
C -4.7156 1.3466 -1.8598 -0.20
C -5.5216 2.5346 -1.3310 -0.20
C -6.9358 2.6349 -1.9046 -0.18
C -7.9565 1.7440 -1.2057 -0.24
O -7.6171 0.3669 -1.1806 -0.21
C -7.9203 -0.3270 -2.3777 -0.11
P 3.9393 -1.8661 -4.1730 0.38
S 3.3165 -3.7055 -4.1101 0.13
O 6.8579 2.6331 -2.2248 -0.15
C 8.1279 2.2155 -2.6886 -0.09
H 7.5865 0.9515 2.6069 0.06
H 7.9458 -0.2239 1.3601 0.07
H 8.9836 1.1853 1.5634 0.07
H 6.1718 1.9853 1.0830 0.11
H 7.6075 2.5010 0.2201 0.11
H 7.5025 0.2028 -0.9991 0.12
H 5.9044 0.0446 -0.2958 0.12
H 5.1419 2.1065 -1.3407 0.16
H 5.6310 1.2378 -3.8264 0.14
H 6.0855 -0.2309 -2.9321 0.11
H 4.3963 -1.4949 -1.8848 0.12
H 2.1488 -1.9487 -1.5957 0.11
H 2.2460 -0.2075 -1.3326 0.11
H 1.0784 -1.6586 -3.7194 0.08
H 1.6048 0.0190 -3.8582 0.11
H -0.5297 0.4897 -3.2177 0.11
H 0.0845 0.2116 -1.6056 0.10
H -0.9612 -1.8990 -1.4262 0.11
H -0.9556 -2.1681 -3.1533 0.11
H -3.1965 -1.7405 -2.8504 0.11
H -2.6610 -0.0931 -3.1367 0.10
H -4.0379 -1.0880 -0.8334 0.11
H -2.3995 -0.7262 -0.3041 0.07
H -2.6308 1.5703 -1.2971 0.12
H -3.7317 1.2494 0.0463 0.10
H -5.3649 0.4726 -1.9371 0.09
H -4.3793 1.5887 -2.8729 0.12
H -5.5849 2.4850 -0.2371 0.11
H -4.9810 3.4556 -1.5696 0.11
H -7.2998 3.6612 -1.7971 0.11
H -6.9169 2.4289 -2.9800 0.11
H -8.9439 1.8780 -1.6656 0.12
H -8.0430 2.0464 -0.1580 0.12
H -8.8603 -0.8770 -2.2736 0.09
H -7.9999 0.3484 -3.2341 0.09
H -7.1184 -1.0393 -2.5821 0.08
H 3.3530 -1.0188 -5.1273 0.00
H 5.2993 -1.7351 -4.4925 -0.02
H 8.8040 1.9627 -1.8646 0.09
H 8.5526 3.0496 -3.2427 0.09
H 8.0598 1.3529 -3.3622 0.09
C -0.9854 0.5050 2.0648 -0.08
C -1.8147 -0.6913 2.5399 -0.22
C -2.3517 -0.5708 3.9538 -0.09
N -1.3724 -0.8436 5.1118 -0.25
C -1.2550 0.3858 5.9493 0.02
C -1.8988 -1.9903 5.9445 -0.11
C -1.4814 -3.2165 5.1627 -0.13
C -0.0533 -2.8720 4.7137 -0.12
C 0.0009 -1.3363 4.6860 -0.08
H -0.2786 0.8702 2.8132 0.07
H -0.4170 0.2466 1.1719 0.08
H -1.6394 1.3382 1.8057 0.08
H -1.2840 -1.6361 2.4043 0.11
H -2.6961 -0.7632 1.8995 0.11
H -3.1791 -1.2611 4.0993 0.13
H -2.7363 0.4360 4.1102 0.13
H -2.2411 0.6471 6.3257 0.12
H -0.8659 1.1951 5.3358 0.11
H -0.5805 0.1877 6.7782 0.11
H -1.4023 -1.9378 6.9136 0.14
H -2.9700 -1.8648 6.0829 0.14
H -2.1397 -3.3629 4.3051 0.12
H -1.5290 -4.1166 5.7706 0.13
H 0.1846 -3.3008 3.7427 0.12
H 0.6773 -3.2528 5.4248 0.12
H 0.2453 -0.9312 3.7138 0.10
H 0.7106 -0.9363 5.4060 0.13
```

---

This record from the OMol25 dataset describes C27H61N11PdSSb2Si3 as an isolated structure at a distorted geometry. The level of theory is ωB97M-V with the def2-TZVPD basis set.

Its strongest force on any atom is 1.1 eV Å⁻¹. The calculation puts the calculated total energy at -3542.8900 Eh. Its charge is -2.

Geometry as XYZ:
```
106
Properties=species:S:1:pos:R:3:lowdin_charge:R:1
Pd 0.8580 -0.6928 0.0988 -0.01
N 3.5329 -0.2287 2.7784 0.12
C 2.2875 -0.6707 3.2293 -0.53
N 2.1465 -1.5096 4.2483 0.01
N 0.8143 -1.6568 4.3595 -0.12
N 0.2149 -0.9489 3.4508 -0.10
N 1.1314 -0.2806 2.7155 -0.03
C 3.8482 -0.0383 1.4434 -0.51
N 5.1195 0.1038 1.0682 0.01
N 5.0599 0.3557 -0.2427 -0.09
N 3.8285 0.3614 -0.6281 -0.14
N 3.0072 0.1170 0.4158 -0.02
H 4.3024 -0.5954 3.3147 0.12
C -3.5127 -3.5670 2.3607 -0.28
Si -1.7678 -3.9525 1.7026 0.26
C -0.7331 -4.3702 3.2255 -0.23
C -2.0041 -5.6314 0.8359 -0.24
Sb -1.3413 -1.8147 0.3285 0.73
Si 1.8410 -2.7411 -0.2987 0.35
C 3.0428 -3.2289 1.0975 -0.22
C 2.9583 -2.6215 -1.8350 -0.24
C 0.9811 -4.4259 -0.5614 -0.28
Si -2.1330 -2.6946 -1.9664 0.25
C -0.9321 -3.3587 -3.2814 -0.25
C -3.5802 -3.9368 -1.8966 -0.25
C -2.9665 -1.2161 -2.8271 -0.28
H -3.9509 -4.4311 2.8724 0.01
H -4.1725 -3.2746 1.5396 0.00
H -3.4727 -2.7275 3.0602 0.02
H -1.3842 -4.7957 3.9946 0.02
H -0.2449 -3.4840 3.6424 -0.03
H 0.0452 -5.1000 2.9882 0.02
H -2.3053 -6.3728 1.5842 0.02
H -1.0926 -5.9845 0.3513 0.00
H -2.7857 -5.5734 0.0836 -0.01
H 3.9330 -2.5938 1.0953 0.01
H 3.3673 -4.2645 0.9497 0.02
H 2.5806 -3.1564 2.0857 0.01
H 3.6019 -1.7422 -1.7957 -0.01
H 2.3800 -2.5752 -2.7622 0.00
H 3.5947 -3.5134 -1.8623 0.02
H 0.6827 -4.8203 0.4132 -0.01
H 1.6883 -5.1327 -1.0123 0.03
H 0.0924 -4.3768 -1.1896 -0.04
H -0.7903 -4.4408 -3.2207 0.02
H 0.0429 -2.8814 -3.1625 -0.02
H -1.3078 -3.1115 -4.2785 0.02
H -3.2422 -4.9736 -1.8890 0.00
H -4.2205 -3.7978 -2.7735 0.01
H -4.1896 -3.7758 -1.0035 0.01
H -2.2279 -0.4409 -3.0348 -0.04
H -3.7500 -0.7846 -2.1988 0.01
H -3.4112 -1.5236 -3.7803 0.01
C 0.1681 2.0110 -5.3164 -0.05
N 1.4048 1.9115 -4.5834 -0.14
C 2.5659 2.6265 -4.8519 -0.08
C 3.4617 2.2852 -3.9038 -0.09
N 2.8592 1.3692 -3.0747 0.07
C 1.5921 1.1351 -3.4699 -0.77
S 0.4738 0.1212 -2.7368 0.64
H -0.3249 2.9654 -5.1222 0.08
H -0.4809 1.2037 -4.9811 0.05
H 0.3571 1.9146 -6.3869 0.08
H 2.6337 3.3037 -5.6845 0.10
H 4.4724 2.6180 -3.7494 0.11
H 3.2358 0.9831 -2.1761 0.08
C -0.8544 3.4530 -1.9280 -0.16
C -1.6763 3.1873 -0.6673 -0.67
C -2.3091 4.5245 -0.2609 -0.13
C -2.7885 2.1993 -1.0139 -0.15
Sb -0.3538 1.9826 0.7657 1.57
C 1.3122 3.4685 1.0724 -0.68
C 2.1894 2.9891 2.2333 -0.13
C 2.1472 3.4177 -0.2095 -0.14
C 0.8780 4.9058 1.3378 -0.13
C -1.5688 2.1881 2.6690 -0.68
C -2.5344 3.3638 2.6849 -0.14
C -0.6387 2.3243 3.8710 -0.14
C -2.3785 0.9006 2.8064 -0.18
H -1.5360 3.7203 -2.7505 0.08
H -0.2836 2.5770 -2.2324 0.00
H -0.1702 4.2910 -1.7862 0.06
H -2.5698 5.0769 -1.1756 0.07
H -1.6495 5.1595 0.3232 0.04
H -3.2295 4.3907 0.3002 0.05
H -3.4767 2.6428 -1.7492 0.08
H -3.3721 1.9170 -0.1328 0.06
H -2.3770 1.2857 -1.4432 0.04
H 2.3075 1.9085 2.2414 0.03
H 1.7843 3.2903 3.1973 0.06
H 3.1892 3.4337 2.1397 0.08
H 2.3571 2.3899 -0.5035 0.03
H 3.1135 3.9126 -0.0440 0.08
H 1.6562 3.9148 -1.0450 0.05
H 0.1766 4.9758 2.1726 0.06
H 0.4226 5.3594 0.4575 0.05
H 1.7612 5.5076 1.5980 0.08
H -2.0434 4.3194 2.5012 0.06
H -3.0019 3.4155 3.6792 0.08
H -3.3335 3.2332 1.9574 0.06
H -0.1711 3.3099 3.9036 0.05
H 0.1360 1.5592 3.8781 0.05
H -1.2311 2.2080 4.7896 0.08
H -3.0401 0.7399 1.9518 0.04
H -3.0004 0.9673 3.7117 0.08
H -1.7260 0.0330 2.9040 0.00
```

---

This record from the OMol25 dataset describes a 4-piece molecular cluster, C27H61N3O10 overall at a distorted geometry. The level of theory is ωB97M-V with the def2-TZVPD basis set.

Its strongest force on any atom is 1.2 eV Å⁻¹. As for the SMILES: CC(C)[C@H](C)CO[C@@H]1COC(=O)O1.COCCNCCOC.COCCNCCOC.COCCNCCOC. The calculation puts the calculated total energy at -1981.8646 Eh.

Geometry as XYZ:
```
101
Properties=species:S:1:pos:R:3:lowdin_charge:R:1
C 1.4980 -2.0526 5.2446 -0.07
C 1.6275 -1.2221 3.9628 -0.39
C 3.0429 -1.3617 3.3870 -0.06
C 1.2252 0.2603 4.1015 -0.31
C 1.9106 1.0060 5.2604 -0.04
C -0.2948 0.4237 4.1909 -0.13
O -0.9124 0.1805 2.9114 -0.02
C -1.8765 -0.7784 2.8334 -0.33
C -3.0661 -0.7653 3.7936 -0.04
O -3.5399 -2.1198 3.6392 0.03
C -2.5928 -2.8427 2.9946 -0.55
O -2.7684 -3.9239 2.5209 0.18
O -1.4229 -2.1413 2.9773 0.10
H 0.4617 -2.1396 5.5821 0.07
H 2.1148 -1.6686 6.0592 0.07
H 1.8553 -3.0670 5.0390 0.08
H 0.9345 -1.6703 3.2430 0.12
H 3.1739 -0.6837 2.5379 0.07
H 3.7996 -1.1385 4.1439 0.08
H 3.1951 -2.3859 3.0337 0.08
H 1.5412 0.7535 3.1773 0.11
H 1.2743 1.8215 5.6219 0.07
H 2.8413 1.4704 4.9279 0.08
H 2.1200 0.3723 6.1212 0.07
H -0.6908 -0.2462 4.9585 0.12
H -0.5192 1.4615 4.4535 0.13
H -2.2957 -0.6984 1.8187 0.18
H -3.8147 -0.0183 3.5429 0.14
H -2.7629 -0.6963 4.8419 0.13
C 4.3125 5.6563 -1.5120 -0.12
O 2.9421 5.3552 -1.6718 -0.19
C 2.6595 4.4797 -2.7598 -0.21
C 2.1546 3.1437 -2.2632 -0.21
N 3.2138 2.4048 -1.5907 -0.05
C 2.7776 1.1912 -0.9101 -0.19
C 1.8262 1.3355 0.2711 -0.22
O 2.3989 1.9723 1.3991 -0.21
C 2.3412 3.3870 1.4045 -0.09
H 4.3888 6.4217 -0.7413 0.09
H 4.8947 4.7827 -1.1968 0.08
H 4.7437 6.0481 -2.4384 0.09
H 3.5408 4.3419 -3.3921 0.11
H 1.8776 4.9479 -3.3643 0.12
H 1.8087 2.5610 -3.1219 0.12
H 1.2899 3.3319 -1.6111 0.11
H 3.6631 3.0095 -0.9147 0.08
H 3.6736 0.6785 -0.5489 0.12
H 2.3114 0.5306 -1.6488 0.12
H 1.5599 0.3272 0.6028 0.12
H 0.8877 1.8306 -0.0049 0.11
H 1.4575 3.7572 0.8789 0.09
H 3.2357 3.8345 0.9625 0.08
H 2.2897 3.7085 2.4456 0.09
C -10.8952 -1.5230 0.8338 -0.12
O -9.8080 -2.2328 0.2774 -0.19
C -8.6692 -1.4329 -0.0138 -0.22
C -7.5082 -1.7888 0.8889 -0.22
N -7.7667 -1.3873 2.2647 -0.05
C -6.7838 -1.8751 3.2307 -0.19
C -6.6721 -3.3803 3.4403 -0.22
O -7.8176 -3.9628 4.0370 -0.18
C -8.8462 -4.3452 3.1458 -0.10
H -11.7353 -2.2127 0.8925 0.09
H -10.6749 -1.1520 1.8408 0.08
H -11.1813 -0.6763 0.2020 0.09
H -8.9122 -0.3694 0.0704 0.12
H -8.3832 -1.6340 -1.0501 0.12
H -6.6130 -1.2700 0.5314 0.12
H -7.3303 -2.8681 0.7887 0.11
H -8.6829 -1.7212 2.5343 0.07
H -7.0327 -1.4262 4.1966 0.12
H -5.8062 -1.4912 2.9426 0.09
H -5.8511 -3.5512 4.1382 0.12
H -6.4107 -3.9114 2.5177 0.12
H -8.4471 -4.6504 2.1747 0.09
H -9.5786 -3.5461 2.9953 0.07
H -9.3673 -5.1935 3.5902 0.09
C 5.4318 -2.5289 -4.7121 -0.12
O 6.4371 -1.7050 -5.2662 -0.20
C 6.4342 -1.6449 -6.6867 -0.22
C 6.0437 -0.2656 -7.1711 -0.22
N 4.6418 0.0121 -6.8921 -0.05
C 4.2323 1.3901 -7.1393 -0.20
C 4.8611 2.4871 -6.2873 -0.23
O 4.4958 2.4354 -4.9223 -0.20
C 5.2913 1.5917 -4.1035 -0.10
H 5.6176 -2.5895 -3.6412 0.09
H 4.4278 -2.1201 -4.8711 0.08
H 5.4705 -3.5389 -5.1316 0.09
H 5.7675 -2.4044 -7.1053 0.12
H 7.4508 -1.8620 -7.0265 0.12
H 6.2061 -0.2118 -8.2519 0.12
H 6.7221 0.4551 -6.6938 0.11
H 4.4508 -0.2142 -5.9245 0.07
H 3.1506 1.4396 -6.9920 0.12
H 4.4189 1.6211 -8.1933 0.12
H 4.4867 3.4439 -6.6622 0.12
H 5.9530 2.5154 -6.3867 0.11
H 6.3252 1.5426 -4.4567 0.09
H 4.8790 0.5798 -4.0480 0.07
H 5.2703 2.0065 -3.0987 0.07
```

---

This record from the OMol25 dataset describes a 4-piece molecular cluster, C27H61N6O6SSi overall at a distorted geometry. The level of theory is ωB97M-V with the def2-TZVPD basis set.

Its strongest force on any atom is 8.9 eV Å⁻¹. The calculation puts the calculated total energy at -2532.2285 Eh. Its charge is +1.

Geometry as XYZ:
```
102
Properties=species:S:1:pos:R:3:lowdin_charge:R:1
C -1.9225 5.9866 4.1313 -0.16
C -3.0153 5.9919 2.8699 -0.24
C -3.9858 4.6586 3.1454 -0.26
C -5.0865 4.9638 4.3233 -0.21
C -5.9244 3.6495 4.8361 -0.21
C -5.4610 2.2602 4.0862 -0.25
C -6.3181 0.9274 4.5256 -0.19
C -6.1127 -0.1824 3.2933 -0.22
C -4.8068 -1.1509 3.5187 -0.21
C -3.3626 -0.4470 3.1466 -0.20
C -2.6804 -1.0882 1.8000 -0.17
C -2.1704 0.0662 0.7022 -0.15
N -0.7260 -0.2682 0.4028 0.08
C -0.1062 0.2585 -0.7019 -0.10
N 1.3602 -0.1161 -0.8716 0.11
C 1.8576 0.8198 -1.9756 -0.17
C 2.4968 2.2352 -1.3848 -0.18
C 4.0838 2.0900 -0.9347 -0.47
S 4.3344 1.4275 0.7994 0.85
C 5.0114 -0.3355 0.5669 -0.43
N 5.6378 -0.7875 -0.7583 -0.05
N 6.0821 -2.1213 -0.7084 0.01
C 5.6749 -2.5209 0.6982 -0.06
O 5.0185 -1.4761 1.5123 -0.09
C 0.4912 0.8899 -2.8903 -0.35
O 0.6163 2.1018 -3.7598 -0.06
C 0.1866 -0.2732 -4.0034 -0.06
C 0.0403 -1.7924 -3.4061 -0.25
O 1.2911 -2.3994 -2.9255 -0.30
Si 1.0251 -3.9382 -2.1198 0.46
C -0.2915 -3.8995 -0.7082 -0.22
C 0.5652 -5.4017 -3.2847 -0.21
C 2.7136 -4.4526 -1.2591 -0.21
N -0.5713 1.1760 -1.8081 -0.04
N -1.7933 0.9211 -2.4081 0.03
H -2.1870 5.0873 4.8701 0.07
H -0.8167 5.7778 3.7731 0.07
H -1.9543 6.9771 4.7600 0.08
H -2.3778 5.7538 1.9096 0.10
H -3.6334 6.9852 2.8068 0.11
H -4.5744 4.4766 2.1458 0.11
H -3.2261 3.7859 3.4048 0.10
H -4.5018 5.4766 5.2283 0.12
H -5.8785 5.7369 3.8802 0.12
H -5.6796 3.5205 5.9943 0.12
H -7.1053 3.7781 4.7653 0.12
H -5.5629 2.3591 2.9191 0.11
H -4.3357 2.0646 4.4293 0.11
H -7.4636 1.1875 4.6172 0.12
H -5.9147 0.4396 5.5182 0.12
H -7.0938 -0.8435 3.2927 0.11
H -6.0694 0.3405 2.2347 0.11
H -4.9764 -2.1307 2.8725 0.11
H -4.8135 -1.4794 4.6619 0.12
H -2.6316 -0.7215 4.0498 0.12
H -3.4143 0.7137 2.9878 0.08
H -3.4909 -1.7829 1.2673 0.12
H -1.7949 -1.8322 2.0875 0.11
H -2.2826 1.1651 1.1448 0.14
H -2.9018 -0.0582 -0.2209 0.13
H -0.1355 -0.9066 1.0155 0.17
H 1.9493 -0.0614 -0.0111 0.11
H 2.7725 0.3127 -2.5439 0.18
H 2.4867 3.0827 -2.2251 0.13
H 1.8777 2.6739 -0.4823 0.12
H 4.6742 1.4670 -1.7603 0.09
H 4.5341 3.1944 -0.9612 0.11
H 5.8710 -3.6144 1.0795 0.15
H 0.3228 2.8716 -3.1737 0.12
H -0.7847 -0.0362 -4.6551 0.14
H 1.0754 -0.3144 -4.7989 0.16
H -0.3965 -2.5336 -4.2315 0.14
H -0.7252 -1.7918 -2.4914 0.10
H 0.1143 -3.3411 0.2410 0.03
H -0.4531 -5.0357 -0.3795 0.05
H -1.3479 -3.5064 -1.0268 0.05
H 1.5611 -5.8324 -3.7800 0.06
H -0.2371 -5.1106 -4.0905 0.04
H 0.1407 -6.3023 -2.6310 0.06
H 3.5567 -4.5581 -2.0763 0.06
H 2.5479 -5.4507 -0.6476 0.06
H 2.9883 -3.5633 -0.5319 0.03
H -1.8814 1.4670 -3.3179 0.13
H -2.4994 1.4107 -1.7796 0.12
C 7.3004 2.0238 -4.0162 -0.17
O 7.4595 2.2936 -2.6355 -0.15
H 7.3136 2.9676 -4.5664 0.08
H 8.1218 1.3915 -4.3620 0.06
H 6.3444 1.5210 -4.1824 0.07
H 7.4438 1.4382 -2.1735 0.07
C 7.9755 -0.6872 -7.2849 -0.16
O 8.1346 -0.4175 -5.9042 -0.14
H 7.9888 0.2565 -7.8351 0.08
H 8.7970 -1.3196 -7.6307 0.08
H 7.0196 -1.1900 -7.4511 0.08
H 8.1189 -1.2729 -5.4422 0.09
C -1.9348 -6.0983 2.5663 -0.15
O -0.8328 -5.8625 1.7095 -0.16
H -2.8072 -6.3549 1.9607 0.08
H -1.7039 -6.9282 3.2387 0.08
H -2.1480 -5.1956 3.1443 0.07
H -0.0744 -5.6373 2.2747 0.09
```